1.
Computed, not measured: a 9-piece molecular cluster, C5H26NO8 overall, with wB97M-V/def2-TZVPD.

Atoms and positions in Å:
C -3.019 -0.101 -2.342
O -4.127 0.195 -1.907
C -1.763 0.294 -1.613
C -2.230 0.964 -0.220
C -1.321 2.217 0.137
C 0.790 2.387 1.522
N -0.063 1.744 0.534
H 2.799 2.301 3.368
H -2.937 -0.564 -3.325
H -1.124 0.911 -2.199
H -1.222 -0.637 -1.320
H -3.380 1.337 -0.313
H -2.298 0.226 0.598
H -1.881 2.642 0.979
H -1.267 2.990 -0.730
H 1.467 3.250 1.184
H 1.503 1.462 1.846
H 0.312 2.499 2.428
H 0.558 1.159 -0.023
H 1.802 -0.830 -1.622
H 1.709 -0.994 0.119
O 1.010 -0.877 -1.023
H -0.866 -2.746 -0.318
H 0.026 -1.999 -1.335
O -0.849 -2.582 -1.318
H 0.275 -0.508 2.219
H -1.212 -0.734 2.271
O -0.405 -0.783 2.914
H 0.644 1.737 -3.270
H 3.582 -0.429 -0.100
O 4.059 0.383 0.086
H 0.101 -2.630 3.049
H 1.681 -2.443 2.718
O 1.002 -3.187 3.227
H 1.390 1.042 -2.041
H 3.453 2.032 3.275
O 1.469 1.656 -2.717
H 2.041 -2.343 0.810
H 3.489 0.426 0.902
O 2.222 -1.546 1.012

energy above the lowest of the compared OMol25 structures with the same formula, charge and spin: 124.26 kcal per mole
E_LUMO: 2.98 eV
F_max: 0.200 hartree/bohr
spin multiplicity: 1
E_tot: -862.671065 Ha
total charge: -1

***

2.
Computed, not measured: a 9-piece molecular cluster, C5H27N2O9 overall, with wB97M-V/def2-TZVPD.

Atoms and positions in Å:
O -2.277 1.712 0.301
C -1.707 1.534 1.359
C -1.625 0.141 1.954
C -1.715 -1.140 1.117
C -0.893 -0.999 -0.186
N 0.029 -0.957 -2.810
C -1.087 -0.318 -2.499
N -1.518 -0.298 -1.271
H -1.254 2.403 1.863
H -0.690 0.120 2.542
H -2.365 0.253 2.735
H -2.774 -1.292 0.898
H -1.224 -1.976 1.635
H 0.070 -0.546 0.123
H -0.664 -2.037 -0.501
H 0.776 -1.228 -2.171
H 0.496 -0.680 -3.664
H -1.371 0.543 -3.134
H -2.443 0.079 -1.098
H 4.272 3.370 -3.327
H 3.170 2.808 -4.088
O 3.498 2.810 -3.193
H 5.308 0.207 2.133
H 3.720 0.503 2.078
O 4.450 -0.072 1.854
H 0.979 2.559 -2.316
H -0.490 2.305 -2.115
O 0.344 1.836 -2.225
H -4.695 0.467 -2.617
H -4.197 0.264 -4.108
O -3.934 0.472 -3.218
H 2.613 -0.674 0.585
H 3.306 -1.958 0.746
O 2.919 -1.404 0.056
H -4.446 1.545 -0.190
H -4.758 2.160 -1.355
O -5.207 1.493 -0.801
H 4.995 -3.290 2.541
H 3.553 -3.123 3.079
O 4.076 -3.518 2.378
H 1.694 -1.398 5.808
H 0.180 -1.642 5.663
O 0.886 -1.034 5.437

energy above the lowest of the compared OMol25 structures with the same formula, charge and spin: 42.08 kcal per mole
E_LUMO: -2.51 eV
F_max: 0.053 hartree/bohr
spin multiplicity: 1
E_tot: -993.122127 Ha
total charge: +1

***

3.
Computed, not measured: a 10-piece molecular cluster, C5H27NO11 overall, with wB97M-V/def2-TZVPD.

Atoms and positions in Å:
C 0.809 3.713 0.019
C 1.425 2.588 0.924
C 1.123 1.083 0.622
C -0.118 0.616 1.417
O -1.044 1.366 1.657
N -0.248 -0.677 1.922
C 0.646 -1.739 2.007
O 0.313 -2.771 2.549
H 1.271 3.769 -0.957
H 0.823 4.705 0.556
H -0.244 3.540 -0.177
H 1.074 2.804 1.982
H 2.504 2.719 0.983
H 0.916 0.818 -0.447
H 1.957 0.437 0.792
H -1.206 -0.931 2.178
H 1.581 -1.594 1.435
O -3.268 -1.208 1.106
H -3.580 -0.523 0.526
H -3.870 -1.872 1.420
O 1.420 -1.061 -2.919
H 0.526 -1.404 -2.648
H 1.197 -0.180 -3.303
O 0.744 1.560 -3.259
H 1.635 1.917 -3.231
H 0.234 1.848 -2.509
O 2.747 -1.459 -0.685
H 3.096 -2.244 -1.131
H 2.201 -1.025 -1.394
O -1.125 -1.212 -2.291
H -1.446 -1.693 -1.522
H -1.250 -0.263 -2.076
O -1.946 1.285 -2.108
H -2.513 1.413 -2.871
H -2.033 1.896 -1.381
O -3.264 2.045 0.106
H -2.815 1.540 0.808
H -3.405 2.855 0.609
O 3.916 -0.902 1.736
H 3.769 -1.118 0.765
H 4.484 -0.150 1.461
O -1.286 -3.002 -0.238
H -0.962 -3.882 -0.062
H -1.604 -2.572 0.559

energy above the lowest of the compared OMol25 structures with the same formula, charge and spin: 0.43 kcal per mole
E_LUMO: 0.19 eV
F_max: 0.053 hartree/bohr
spin multiplicity: 1
E_tot: -1089.136260 Ha
SMILES: CCCC(=O)NC=O.O.O.O.O.O.O.O.O.O
total charge: 0

***

4.
Computed, not measured: a 10-piece molecular cluster, C5H27NO11 overall, with wB97M-V/def2-TZVPD.

Atoms and positions in Å:
C -1.793 2.275 -0.968
C -2.876 1.249 -0.893
O -3.977 1.376 -1.409
N -2.678 0.185 0.020
C -1.495 -0.148 0.900
C -1.618 0.452 2.315
C -0.315 0.250 3.065
O 0.709 0.835 2.912
H -1.022 2.288 -0.138
H -1.244 2.197 -1.956
H -2.423 3.190 -0.815
H -3.550 -0.137 0.417
H -1.327 -1.238 0.881
H -0.538 0.052 0.420
H -2.026 1.479 2.375
H -2.336 -0.202 2.825
H -0.306 -0.573 3.903
O 0.624 -1.780 1.519
H 0.960 -2.647 1.271
H 1.012 -1.535 2.347
O 3.189 -1.061 2.589
H 2.921 -0.158 2.857
H 3.107 -1.109 1.626
O 1.320 0.815 -0.113
H 1.960 0.109 0.075
H 1.456 1.466 0.571
O -0.269 4.062 0.705
H -0.485 3.471 1.394
H 0.645 3.946 0.438
O 0.153 -1.037 -3.019
H 0.028 -0.865 -2.035
H 0.855 -0.414 -3.102
O 2.268 1.764 -2.398
H 3.123 1.471 -2.072
H 1.622 1.512 -1.710
O 3.169 -1.921 -0.770
H 4.054 -2.108 -0.969
H 2.584 -1.828 -1.489
O 0.946 -3.935 -0.417
H -0.016 -4.048 -0.414
H 1.117 -4.026 -1.340
O -2.636 -1.594 -3.333
H -2.313 -0.717 -3.653
H -2.580 -1.360 -2.411

energy above the lowest of the compared OMol25 structures with the same formula, charge and spin: 56.05 kcal per mole
E_LUMO: -0.19 eV
F_max: 0.062 hartree/bohr
spin multiplicity: 1
E_tot: -1089.047630 Ha
SMILES: CC(=O)NCCC=O.O.O.O.O.O.O.O.O.O
total charge: 0

***

5.
Computed, not measured: a 9-piece molecular cluster, C5H27NO8 overall, with wB97M-V/def2-TZVPD.

Atoms and positions in Å:
C -1.940 0.505 -1.471
C -1.044 0.859 -0.332
C -1.496 0.969 0.910
C -0.605 1.277 2.084
N 0.055 0.059 2.643
C 1.451 -0.106 2.138
H -1.532 0.795 -2.408
H -2.915 0.954 -1.382
H -2.101 -0.574 -1.530
H -0.003 1.008 -0.549
H -2.533 0.801 1.160
H -1.155 1.700 2.949
H 0.194 1.988 1.834
H -0.489 -0.754 2.380
H 1.865 -1.032 2.510
H 2.035 0.694 2.547
H 1.625 -0.098 1.036
O -2.889 -1.895 0.984
H -2.473 -1.488 1.687
H -2.201 -2.168 0.376
O 1.440 -3.793 0.258
H 1.741 -3.017 -0.056
H 1.833 -3.921 1.125
O 1.664 -1.402 -0.970
H 1.450 -1.675 -1.822
H 1.991 -0.512 -1.028
O -1.142 3.706 -0.434
H -1.534 3.243 -1.150
H -1.589 3.327 0.321
O 2.487 1.119 -1.320
H 3.426 1.254 -1.188
H 2.039 1.825 -0.791
O 1.422 3.196 0.000
H 0.512 3.373 -0.166
H 1.824 4.016 -0.092
O -0.754 -2.469 -0.561
H -0.075 -1.778 -0.501
H -0.268 -3.271 -0.182
O 0.247 -2.347 -3.047
H -0.254 -1.846 -3.669
H -0.307 -2.522 -2.292

energy above the lowest of the compared OMol25 structures with the same formula, charge and spin: 29.79 kcal per mole
E_LUMO: 0.35 eV
F_max: 0.107 hartree/bohr
spin multiplicity: 1
E_tot: -863.345307 Ha
SMILES: C/C=C/CNC.O.O.O.O.O.O.O.O
total charge: 0

***

6.
Computed, not measured: a 9-piece molecular cluster, C5H27NO9S overall, with wB97M-V/def2-TZVPD.

Atoms and positions in Å:
C -3.496 -0.225 -0.773
C -2.206 0.177 -0.072
C -1.955 1.706 -0.054
C -1.268 2.147 -1.339
S 0.502 2.111 -1.409
N -2.039 -0.281 1.311
C -2.706 -1.356 1.810
O -2.809 -1.516 3.020
H -4.119 0.645 -1.005
H -3.303 -0.613 -1.771
H -4.175 -0.990 -0.403
H -1.424 -0.226 -0.713
H -2.900 2.197 0.179
H -1.262 1.935 0.757
H -1.478 3.214 -1.434
H -1.771 1.847 -2.263
H 0.893 0.839 -1.219
H -1.703 0.383 1.986
H -2.999 -2.127 1.094
O 3.136 -0.975 -2.163
H 3.390 -0.240 -1.552
H 3.395 -1.737 -1.628
O 0.617 -1.315 -2.865
H 0.341 -0.599 -3.445
H 1.600 -1.271 -2.781
O -0.050 -0.684 3.718
H -0.710 -1.384 3.637
H -0.481 0.076 4.123
O 3.809 0.764 -0.291
H 4.061 1.648 0.027
H 3.407 0.411 0.534
O 1.438 -2.373 0.099
H 0.754 -2.015 0.693
H 1.148 -1.890 -0.689
O -1.485 -2.356 -1.549
H -0.799 -1.827 -2.014
H -1.172 -3.243 -1.761
O 2.922 3.292 0.656
H 2.241 3.193 1.334
H 2.448 3.897 0.068
O 2.437 -0.512 1.865
H 2.491 -1.466 1.723
H 1.724 -0.464 2.525

energy above the lowest of the compared OMol25 structures with the same formula, charge and spin: 0.15 kcal per mole
E_LUMO: 0.17 eV
F_max: 0.040 hartree/bohr
spin multiplicity: 1
E_tot: -1336.818153 Ha
SMILES: C[C@@H](CCS)NC=O.O.O.O.O.O.O.O.O
total charge: 0